(1)
The following is a quantum chemistry calculation of C60H66MnN10O7PS2 as an isolated structure, from OMol25.

Summary:
**Charge**: +1
**E_HOMO (spin up / spin down)**: -9.073 / -9.073 eV
**Lowest unoccupied orbital energy (spin up / spin down)**: -3.2 / -3.2 eV
**Frontier orbital gap (spin up / spin down)**: 5.85 / 5.85 eV
**Spin multiplicity**: 6

Structure (XYZ):
```
147
Properties=species:S:1:pos:R:3:forces:R:3:mulliken_spin:R:1
Mn -0.350611 0.106081 0.286310 0.3 -0.1 0.3 4.677
O 3.129558 -0.630406 -0.854883 -0.3 -0.2 0.0 0.005
S 2.518293 0.431447 -1.668374 0.4 -0.1 0.4 0.025
O 3.227199 1.675133 -1.576653 0.0 0.4 -0.2 0.002
O 1.078068 0.601055 -1.322900 -0.5 -0.4 0.3 0.011
C 2.622758 -0.157444 -3.345708 -0.5 -0.4 0.0 0.006
C 3.510296 0.496576 -4.187998 0.0 0.2 0.1 0.000
C 3.688505 0.039292 -5.480752 0.1 0.0 -0.1 0.000
C 2.999539 -1.080236 -5.916177 0.0 -0.1 -0.2 0.001
C 2.113967 -1.732605 -5.077124 0.1 0.1 0.2 0.000
C 1.895925 -1.283201 -3.775302 0.3 0.3 0.1 -0.004
P 0.608436 -2.140886 -2.753033 0.0 0.1 -0.3 0.035
C 1.247682 -3.851948 -2.744256 0.1 0.1 0.3 0.003
C 0.405062 -4.963046 -2.714677 0.0 0.1 -0.1 0.001
C 0.919406 -6.234127 -2.505896 0.0 -0.2 0.0 0.000
C 2.278741 -6.399862 -2.277720 0.0 0.0 0.0 0.000
C 3.121031 -5.294638 -2.254086 0.0 0.0 0.1 0.000
C 2.609936 -4.023695 -2.479002 -0.1 0.0 -0.1 0.002
C -0.698405 -2.046853 -4.044261 -0.1 0.0 0.4 -0.012
C -1.372717 -0.822280 -4.064357 -0.1 -0.1 0.0 -0.001
C -2.380485 -0.582538 -4.983134 0.0 0.0 0.0 0.000
C -2.737907 -1.576837 -5.885636 0.0 0.0 0.0 0.000
C -2.074991 -2.794317 -5.870828 0.0 0.0 -0.1 0.000
C -1.051969 -3.030274 -4.960177 0.0 0.0 0.1 0.001
H 4.038816 1.367821 -3.821350 0.0 -0.1 0.0 0.000
H 4.366175 0.548858 -6.151966 0.0 0.0 0.0 0.000
H 3.147122 -1.445533 -6.924180 0.0 0.0 0.0 0.000
H 1.583565 -2.603352 -5.439009 0.0 0.0 0.0 0.000
H -0.659035 -4.825467 -2.867308 0.0 -0.1 0.0 0.000
H 0.285249 -7.113848 -2.506655 -0.1 0.1 0.1 0.000
H 2.664825 -7.397685 -2.115348 0.0 0.0 0.0 0.000
H 4.182316 -5.427143 -2.072146 0.0 0.0 0.0 0.000
H 3.256416 -3.151724 -2.456802 0.1 -0.1 -0.1 0.000
H -1.094730 -0.057531 -3.344359 0.0 0.1 0.0 0.009
H -2.896348 0.369693 -5.001267 0.0 0.0 0.0 0.000
H -3.527187 -1.399292 -6.604269 0.0 0.0 0.0 0.000
H -2.350460 -3.566835 -6.577458 0.0 0.0 0.0 0.000
H -0.530670 -3.979312 -4.971099 0.0 0.0 0.0 0.000
C -4.512889 -1.909991 5.740099 0.0 0.1 -0.1 0.001
C -4.518832 -2.395553 4.282042 -0.1 -0.1 0.1 0.000
C -3.742383 -3.720367 4.182102 0.0 0.1 0.0 0.001
C -5.967927 -2.634440 3.853209 0.1 0.1 0.0 0.001
C -3.829127 -1.374994 3.391996 0.1 0.1 -0.1 0.006
C -4.367419 -0.911632 2.193524 0.0 0.0 0.0 -0.012
C -3.626934 -0.069770 1.385357 0.0 0.1 -0.1 0.032
N -2.400717 0.363227 1.681887 0.0 -0.1 0.3 0.083
C -1.929305 0.019697 2.890109 -0.1 0.0 -0.1 0.006
C -2.585436 -0.848396 3.744532 0.0 0.0 0.0 -0.027
C -0.686219 0.727105 3.281386 0.1 0.1 0.1 -0.045
C -0.708578 1.518342 4.419217 0.1 -0.1 0.0 0.010
C 0.369431 2.342976 4.723414 -0.1 -0.1 -0.1 -0.004
C 1.461562 2.260378 3.860247 0.1 0.0 0.0 -0.010
C 1.418160 1.419640 2.766770 0.2 -0.1 -0.2 0.013
N 0.357652 0.672260 2.446571 -0.4 0.2 -0.1 0.043
C 0.297535 3.362585 5.845379 -0.1 0.1 0.1 0.003
C -0.076468 4.693628 5.168867 0.0 -0.2 0.0 0.001
C 1.647024 3.494563 6.559479 0.0 -0.1 -0.1 0.000
C -0.775476 3.003855 6.879748 0.0 -0.1 -0.1 0.000
H -5.081026 -2.605467 6.356944 0.0 0.0 0.0 0.000
H -4.973030 -0.923376 5.819012 0.0 0.0 0.1 0.000
H -3.503663 -1.853573 6.147984 0.0 0.0 0.0 0.000
H -4.128355 -4.428523 4.915972 0.0 0.0 0.0 0.000
H -2.679081 -3.573669 4.381919 0.0 0.0 0.0 0.000
H -3.853061 -4.161302 3.191522 0.0 0.0 0.0 0.000
H -6.437360 -3.345298 4.532222 0.0 0.0 0.0 0.000
H -6.023538 -3.052739 2.847244 0.0 0.0 0.0 0.000
H -6.543719 -1.707532 3.887605 -0.1 0.0 0.0 0.000
H -5.355156 -1.204852 1.870136 0.0 0.0 0.0 -0.001
H -4.038148 0.274267 0.443095 0.0 -0.1 -0.1 -0.002
H -2.110717 -1.123493 4.676873 0.0 0.0 0.0 0.001
H -1.606581 1.515481 5.019524 0.0 0.0 0.0 0.001
H 2.344014 2.865602 4.011267 0.0 0.0 0.0 -0.002
H 2.272420 1.342007 2.099995 0.0 0.1 -0.1 -0.014
H 0.688158 4.984394 4.448704 -0.1 0.0 0.1 0.000
H -0.184553 5.480678 5.916648 0.0 0.0 0.0 0.000
H -1.019756 4.591860 4.628957 0.0 0.0 0.0 0.000
H 2.428758 3.845660 5.884816 0.0 0.0 0.0 0.000
H 1.958716 2.534198 6.974612 0.0 0.0 0.0 0.000
H 1.562956 4.209761 7.377178 0.0 0.0 0.0 0.000
H -1.782295 3.148396 6.485963 0.0 0.0 0.0 0.000
H -0.672092 3.646479 7.753279 0.0 0.0 0.0 0.000
H -0.677586 1.969590 7.215663 0.0 0.0 0.0 0.000
O -0.617029 -8.682446 -0.804549 0.1 0.0 0.1 0.000
S -1.458254 -8.880417 0.376961 0.0 0.3 -0.5 0.000
O -1.968034 -10.211869 0.558056 -0.2 0.0 0.0 0.000
O -0.954270 -8.226597 1.568328 -0.1 0.1 0.1 0.000
C -2.856592 -7.816552 -0.189484 0.7 -0.2 0.1 0.000
N -3.796377 -8.305846 -0.989328 -0.3 -0.1 0.0 0.000
C -4.639264 -7.431230 -1.522836 0.2 0.0 0.2 0.000
C -4.525120 -6.060671 -1.311533 0.0 0.3 0.0 0.000
C -3.476649 -5.647463 -0.502551 -0.1 -0.7 0.0 0.000
N -2.667135 -6.532909 0.075922 -0.2 0.4 0.0 0.000
C -3.060993 -4.247980 -0.269265 0.1 0.3 -0.1 -0.004
C -2.153936 -4.008540 0.761973 -0.1 0.0 0.0 0.004
C -1.560579 -2.774541 0.859649 -0.1 0.1 0.2 0.071
N -1.785707 -1.773770 -0.002445 0.4 0.3 -0.2 -0.023
C -2.720992 -1.975847 -0.936170 0.0 0.0 -0.1 0.046
C -3.392731 -3.176821 -1.096060 0.1 -0.1 0.1 -0.018
H -5.425085 -7.841640 -2.147116 0.0 0.1 0.0 0.000
H -5.214147 -5.358767 -1.762278 0.0 0.0 0.0 0.000
H -1.892105 -4.824921 1.421461 0.0 0.0 0.0 0.000
H -0.858227 -2.561901 1.656708 -0.1 -0.1 0.0 -0.032
H -2.938690 -1.149739 -1.599798 0.1 0.0 -0.1 -0.018
H -4.116968 -3.285408 -1.891726 0.1 0.0 -0.1 -0.001
N 4.139150 -3.817286 2.078754 -0.1 0.1 -0.1 0.000
C 3.372755 -2.919403 1.147174 -0.5 0.4 -0.3 0.002
C 2.104505 -2.388940 1.831119 0.0 -0.1 0.2 0.025
N 1.218327 -1.778612 0.853917 0.1 0.0 -0.5 0.062
H 5.018184 -4.128042 1.665478 0.0 -0.1 0.0 0.000
H 3.576131 -4.640945 2.301023 0.1 -0.1 0.0 0.000
H 4.345473 -3.326170 2.949031 0.1 -0.1 0.1 0.000
H 3.104767 -3.491392 0.258016 0.1 -0.2 0.1 0.000
H 3.998230 -2.088682 0.827229 0.2 -0.1 0.1 0.000
H 2.368148 -1.646758 2.591956 0.0 -0.1 0.0 -0.003
H 1.584000 -3.215430 2.327859 0.0 0.1 0.1 0.003
H 0.827670 -2.517210 0.271022 0.0 0.1 -0.1 0.004
H 1.827906 -1.246716 0.222070 0.1 0.0 -0.2 -0.059
C 1.554633 7.517282 4.740398 0.1 0.1 -0.1 0.000
C 1.931024 6.751499 3.500257 0.0 0.1 -0.1 0.000
C 1.173564 6.841219 2.337305 0.1 0.0 0.1 0.000
C 1.566575 6.229406 1.156744 0.0 -0.1 -0.1 0.000
C 2.749687 5.493535 1.111724 -0.2 0.2 0.2 0.000
N 3.290098 4.949801 -0.060661 0.0 -0.7 -0.1 0.000
C 2.891836 5.046260 -1.374562 -0.1 0.4 -0.1 0.000
O 3.678789 5.280648 -2.261800 0.0 -0.2 0.0 0.000
N 1.529041 4.965569 -1.689943 -0.1 -0.1 0.0 0.001
C 0.521230 4.074986 -1.324195 -0.2 -0.2 0.3 -0.012
C -0.592682 4.012062 -2.165563 0.0 0.0 0.0 0.005
C -1.662938 3.208195 -1.841422 0.0 0.0 0.0 -0.004
C -1.600589 2.455809 -0.683073 0.0 0.0 0.1 0.047
N -0.526714 2.451640 0.115344 0.0 0.1 -0.5 0.079
C 0.505975 3.247647 -0.193105 0.0 0.1 0.0 0.022
C 3.488705 5.353396 2.287461 0.0 -0.1 0.0 0.000
C 3.085696 5.976269 3.456124 0.0 0.1 0.0 0.000
H 0.479358 7.683622 4.793700 0.0 0.0 0.0 0.000
H 2.038640 8.496251 4.734440 0.0 0.0 0.0 0.000
H 1.876013 6.998432 5.643791 0.0 0.0 0.0 0.000
H 0.265194 7.432220 2.344888 0.0 0.0 0.0 0.000
H 0.974216 6.365005 0.263445 0.0 0.0 0.0 0.000
H 4.272300 4.729077 -0.013213 0.1 0.1 0.0 0.000
H 1.410372 5.292541 -2.637718 0.1 0.0 0.0 0.000
H -0.620703 4.613503 -3.066686 0.0 0.0 0.0 0.000
H -2.539240 3.173781 -2.473744 0.0 0.0 0.0 0.001
H -2.444597 1.864082 -0.345529 0.0 -0.1 -0.1 -0.028
H 1.348608 3.223188 0.482019 0.1 -0.1 0.0 -0.015
H 4.411520 4.783165 2.271785 0.0 0.0 0.0 0.000
H 3.698009 5.884591 4.346875 0.0 0.0 0.0 0.000
```
Positions in Å, forces in eV/Å.

=====

(2)
The following is a quantum chemistry calculation of an isolated ion of composition C5H15N3 and charge +1, from OMol25.

Summary:
**Charge**: +1
**E_HOMO (spin up / spin down)**: -13.461 / -12.945 eV
**Lowest unoccupied orbital energy (spin up / spin down)**: -2.6 / -7.8 eV
**Frontier orbital gap (spin up / spin down)**: 10.90 / 5.16 eV
**Spin multiplicity**: 2

Structure (XYZ):
```
23
Properties=species:S:1:pos:R:3:forces:R:3:mulliken_spin:R:1
C -1.171481 0.173023 0.759132 -1.9 1.3 -0.7 0.053
N -1.661567 0.150738 -0.590900 2.0 -0.7 0.3 0.333
C -1.317247 -1.012012 -1.403116 -0.8 -1.5 -0.8 0.009
N -1.613979 -0.897884 -2.810184 -0.3 -0.2 0.8 0.009
C 0.388076 0.029842 0.953844 1.0 -0.4 0.6 0.028
C 0.691326 -0.125705 2.491465 0.4 0.8 -0.7 0.062
N 1.051636 1.109778 0.328186 1.1 -0.8 0.2 0.434
C 2.256698 0.779081 -0.457406 -0.8 0.5 -0.3 0.007
H -1.409062 1.178511 1.124132 0.1 -0.1 0.2 -0.005
H -1.786143 -0.495240 1.362665 0.6 -0.5 0.1 0.017
H -1.389911 0.974035 -1.114613 -0.3 0.3 0.1 0.010
H -1.831552 -1.907993 -1.020216 -0.5 0.4 -0.1 0.011
H -0.305529 -1.416406 -1.290852 0.7 1.0 0.2 0.024
H -2.578803 -1.175022 -2.946062 0.1 0.4 -0.5 0.001
H -1.362993 -0.025515 -3.272201 -0.2 -0.4 0.2 0.000
H 0.773206 -0.903612 0.549431 -0.4 0.1 -0.7 -0.011
H 1.264860 -1.034055 2.642329 -0.5 -0.5 0.0 0.008
H 1.448994 0.610761 2.777211 -0.7 0.4 0.3 -0.001
H -0.241122 -0.085130 3.041542 0.3 0.0 0.5 -0.004
H 1.181470 1.961289 0.870806 -0.4 -0.1 0.0 -0.013
H 2.510931 1.615170 -1.105195 0.2 0.1 0.2 0.003
H 2.036357 -0.050261 -1.124199 0.1 -0.2 0.2 0.003
H 3.065828 0.546618 0.234193 0.2 -0.1 -0.1 0.021
```
Positions in Å, forces in eV/Å.

=====

(3)
The following is a quantum chemistry calculation of an isolated ion of composition C17H22N3O2 and charge +1, from OMol25.

Summary:
**Charge**: +1
**E_HOMO**: -11.306 eV
**Lowest unoccupied orbital energy**: -2.6 eV
**Frontier orbital gap**: 8.72 eV
**SMILES string**: O=C(C[NH2+]C[C@@H]1CCCO1)Nc1ccccc1-n1cccc1

Structure (XYZ):
```
44
Properties=species:S:1:pos:R:3:forces:R:3:nbo_charge:R:1
O -0.440809 -0.979876 -0.778539 0.3 -0.1 -0.1 -0.600
C -1.181561 -0.164403 -1.292114 -0.8 -0.2 0.5 0.686
N -0.937863 0.565329 -2.378920 0.1 0.2 -0.5 -0.597
C 0.330135 0.577658 -3.032053 0.3 -0.1 0.1 0.070
C 0.394478 0.321356 -4.393590 0.1 0.0 0.1 -0.192
C 1.617241 0.289253 -5.037876 0.0 0.0 0.0 -0.196
C 2.780466 0.508326 -4.317182 -0.1 -0.1 0.0 -0.181
C 2.719665 0.788535 -2.965755 -0.2 0.0 0.1 -0.214
C 1.495214 0.841399 -2.304063 0.0 -0.1 -0.8 0.224
N 1.450178 1.177800 -0.946880 0.0 0.1 0.2 -0.373
C 0.564595 2.036797 -0.357554 -0.3 0.4 0.1 -0.082
C 0.873899 2.138884 0.969802 -0.1 0.0 0.0 -0.305
C 1.988014 1.302413 1.201652 0.2 0.0 0.0 -0.310
C 2.319219 0.732871 0.005741 0.2 -0.2 0.3 -0.031
H 3.084259 0.021482 -0.230096 0.1 -0.1 -0.1 0.225
H 2.502415 1.170376 2.132569 0.1 -0.1 0.1 0.235
H 0.379657 2.759434 1.692101 -0.1 0.2 0.1 0.229
H -0.167367 2.569434 -0.933102 0.0 0.1 -0.1 0.215
H 3.621405 0.994465 -2.410507 0.1 0.1 0.1 0.232
H 3.737577 0.476047 -4.812813 0.1 0.0 0.0 0.232
H 1.661075 0.087560 -6.095870 0.0 0.0 -0.1 0.232
H -0.517485 0.134505 -4.940306 -0.1 -0.1 0.0 0.223
H -1.679800 1.101535 -2.806608 0.0 0.0 0.2 0.417
C -2.561292 0.065286 -0.617507 0.3 0.3 -0.5 -0.328
N -2.509724 -0.737965 0.606743 0.4 -0.7 -0.1 -0.553
H -1.685989 -1.418370 0.447619 -0.7 0.3 0.1 0.509
C -2.082939 -0.050578 1.843301 0.3 -0.1 0.8 -0.249
H -2.856071 0.627670 2.204744 0.0 0.0 -0.1 0.224
H -1.171532 0.510002 1.615102 -0.1 0.0 -0.1 0.242
C -1.776642 -1.162083 2.876822 -0.2 0.3 0.1 0.081
C -0.752406 -0.718536 3.925850 -0.1 -0.2 -0.1 -0.430
H -0.934651 -1.239068 4.864908 -0.1 0.0 0.0 0.230
H -0.787345 0.352804 4.105582 0.0 0.1 0.1 0.226
C 0.565220 -1.184499 3.305952 -0.2 -0.1 -0.2 -0.436
H 0.927749 -0.459977 2.576963 0.0 -0.1 0.0 0.223
C 0.142246 -2.468934 2.602969 0.5 -0.1 0.2 -0.069
H 0.155176 -3.323589 3.287379 0.0 0.0 -0.1 0.184
H 0.739634 -2.700919 1.721040 0.0 0.0 0.1 0.206
O -1.202389 -2.249382 2.169205 -0.2 0.0 -0.1 -0.552
H 1.338403 -1.358239 4.047852 0.1 0.0 0.0 0.236
H -2.716718 -1.501235 3.329802 0.1 0.0 0.0 0.193
H -3.356980 -1.280794 0.782882 0.1 0.1 -0.2 0.435
H -2.705872 1.122381 -0.389735 0.0 -0.1 0.0 0.243
H -3.362485 -0.275157 -1.275515 0.0 0.0 0.1 0.248
```
Positions in Å, forces in eV/Å.

=====

(4)
The following is a quantum chemistry calculation of a 2-piece molecular cluster, C2H11N3O overall, from OMol25.

Summary:
**Charge**: 0
**E_HOMO**: -9.633 eV
**Lowest unoccupied orbital energy**: 0.9 eV
**Frontier orbital gap**: 10.48 eV
**SMILES string**: NCN.NCO

Structure (XYZ):
```
17
Properties=species:S:1:pos:R:3:forces:R:3:nbo_charge:R:1
N 1.006504 -0.706041 0.968051 -0.6 -0.2 0.5 -0.849
C 1.524659 -0.498166 -0.357852 0.2 0.5 0.2 -0.057
N 2.932183 -0.871682 -0.509343 -0.1 -0.1 0.1 -0.857
H 0.789945 -1.685744 1.090213 0.1 0.0 0.2 0.357
H 1.612542 -0.439234 1.732532 0.2 0.2 -0.2 0.359
H 0.875480 -1.097938 -0.990081 0.3 -0.1 -0.4 0.183
H 1.360307 0.551782 -0.636943 0.0 -0.1 0.0 0.151
H 3.166866 -1.066023 -1.472725 0.0 0.0 -0.1 0.362
H 3.529701 -0.113100 -0.188917 -0.1 -0.2 -0.1 0.353
N -2.369282 0.961189 0.982858 0.7 -0.5 -0.1 -0.850
C -1.811352 0.569582 -0.322486 0.2 0.2 0.6 0.093
O -2.563479 1.111963 -1.375109 -0.1 0.0 -0.3 -0.726
H -2.309373 0.150741 1.593065 -0.2 0.0 0.0 0.358
H -1.721374 1.613864 1.414096 -0.3 0.2 -0.1 0.359
H -0.792462 0.944106 -0.431101 -0.1 0.1 -0.2 0.155
H -1.738710 -0.521053 -0.379260 -0.3 0.0 -0.1 0.136
H -3.492159 1.095747 -1.116990 0.1 0.0 0.1 0.472
```
Positions in Å, forces in eV/Å.

=====

Computed max |F| (Eh/bohr) in order:
0.0149 0.0476 0.0176 0.0166
Computed energy relative to the best compared isomer or geometry (same formula, charge and spin) (kcal per mole) in order:
22.4 22.6 0.0 3.4